Record 1
Molecular formula: C8H30O7
Method: DFT, wB97M-V/def2-TZVPD

Geometry as XYZ:
```
45
Properties=species:S:1:pos:R:3
C 0.6678 -0.0944 -0.5164
C -0.2312 -0.6102 0.6271
O -0.6767 -1.9593 0.3313
H 0.2897 -0.4613 -1.4706
H 1.6683 -0.5268 -0.5088
H 0.8380 0.9759 -0.6332
H -1.2224 -0.1570 0.6434
H 0.2323 -0.6076 1.6137
H -1.4168 -2.1869 0.8989
C -0.1053 2.4350 -1.7591
O -1.0294 2.2603 -2.7887
H 0.0949 3.4323 -1.3675
H -0.2319 1.7760 -0.9002
H 0.8743 2.1265 -2.1242
H -0.9568 1.3208 -2.9723
C 1.4590 -3.4132 0.2572
O 1.5125 -2.9875 1.5354
H 1.3349 -2.6127 -0.4721
H 2.4292 -3.8686 0.0588
H 0.6656 -4.1231 0.0233
H 1.1494 -2.0988 1.5374
C -3.2483 -1.5148 -0.5652
O -3.3359 -0.1261 -0.1504
H -2.9481 -2.1110 0.2965
H -4.1599 -1.9933 -0.9234
H -2.4872 -1.4551 -1.3432
H -3.5050 -0.0866 0.7937
C -1.9708 -2.7228 2.3274
O -1.6339 -1.3860 2.1196
H -2.4786 -3.1946 1.4862
H -1.1021 -3.3683 2.4563
H -2.5264 -2.9458 3.2382
H -2.4027 -0.8239 2.2403
C 3.2362 2.6013 -1.6538
O 2.5459 1.6518 -0.8336
H 2.6246 2.8051 -2.5328
H 3.4898 3.5783 -1.2425
H 4.0921 2.0124 -1.9836
H 1.7133 1.9898 -0.4957
C 1.2739 3.3948 0.7970
O 0.6617 2.2093 0.3379
H 2.2591 3.0744 1.1359
H 1.4456 4.0292 -0.0726
H 0.6813 4.0546 1.4309
H 0.4297 1.7081 1.1231
```

Properties
Energy relative to the best compared isomer or geometry (same formula, charge and spin)   10.702 eV
E_LUMO   -0.015 eV
Charge   0
SMILES   CCO.CO.CO.CO.CO.CO.CO
Strongest force on any atom   7.10 eV Å⁻¹

Record 2
Molecular formula: C8H30O8
Method: DFT, wB97M-V/def2-TZVPD

Geometry as XYZ:
```
46
Properties=species:S:1:pos:R:3
C 19.3407 13.0293 17.5106
O 19.1194 13.7158 18.7136
H 20.2913 12.5026 17.4266
H 18.5172 12.3353 17.3430
H 19.3884 13.6992 16.6521
C 22.3302 14.4229 17.5168
O 22.3943 13.8760 18.8000
H 21.5319 14.0602 16.8692
H 22.2416 15.5070 17.5876
H 23.2556 14.1980 16.9866
C 24.8980 13.6798 15.5704
O 25.4987 12.8331 14.6002
H 24.5698 13.0348 16.3855
H 25.6340 14.3704 15.9819
H 24.0485 14.2424 15.1833
H 24.8366 12.1873 14.3428
C 22.1873 17.7870 16.8258
O 21.2670 17.7495 15.7471
H 22.0910 18.7864 17.2501
H 22.0683 17.0231 17.5941
H 23.2026 17.7255 16.4338
H 20.4988 18.2884 15.9495
C 22.6064 11.2825 16.8643
O 23.4733 11.9136 17.7283
H 23.0270 10.3483 16.4921
H 21.6532 11.0597 17.3439
H 22.3284 11.9642 16.0605
H 23.0628 12.7113 18.0700
C 25.1699 13.4751 18.8986
O 24.1097 13.9022 19.7745
H 24.9319 12.6045 18.2874
H 25.3886 14.3325 18.2622
H 26.0417 13.2632 19.5176
H 23.3254 14.0302 19.2359
C 19.7553 16.0718 17.4892
O 19.6399 16.1941 18.9037
H 20.0946 16.9931 17.0158
H 20.5399 15.3290 17.3452
H 18.7786 15.7664 17.1139
H 18.9171 16.8060 19.0609
C 19.9611 14.4813 15.0285
O 19.5315 14.0271 13.7897
H 20.3887 15.4698 14.8609
H 19.1529 14.6799 15.7323
H 20.6826 13.7921 15.4673
H 20.0190 14.4874 13.1026
```

Properties
Energy relative to the best compared isomer or geometry (same formula, charge and spin)   5.735 eV
E_LUMO   4.803 eV
Charge   -2
Strongest force on any atom   11.64 eV Å⁻¹

Record 3
Molecular formula: C8H31N14O8
Method: DFT, wB97M-V/def2-TZVPD

Geometry as XYZ:
```
61
Properties=species:S:1:pos:R:3
C 0.2688 -14.4097 10.7493
O -0.6167 -13.8595 11.8084
H 0.5623 -15.3636 11.1940
H -0.1464 -14.4272 9.7167
H 1.1822 -13.7730 10.7295
C -3.5360 -12.6812 9.6393
O -4.4787 -13.4372 9.5983
N -2.6486 -12.5597 8.6479
N -3.3173 -11.8010 10.5935
H -1.7529 -12.3629 8.9409
H -2.6235 -13.3897 8.0624
H -4.0114 -11.8315 11.3333
H -2.4119 -11.3764 10.7643
C -4.1856 -14.0416 14.1690
O -4.2712 -14.5343 15.3203
N -4.7704 -14.6840 13.0099
N -3.2671 -12.9646 13.9790
H -4.4952 -14.3476 12.1138
H -4.9577 -15.6437 13.1423
H -2.7902 -12.7675 14.8395
H -3.0282 -12.3839 13.2092
C -0.1980 -9.6491 16.6284
O 0.7425 -10.2598 17.1374
N -0.3819 -9.6522 15.2615
N -1.0250 -8.9017 17.4123
H 0.4562 -9.7724 14.7167
H -1.2725 -9.4660 14.9556
H -1.7685 -8.2590 17.3057
H -1.0443 -9.1685 18.4287
C 3.5519 -9.3604 8.1421
O 4.7218 -9.5573 8.4354
N 3.2071 -8.9387 6.8015
N 2.4971 -9.6908 9.0649
H 3.7895 -9.1729 5.9544
H 2.2034 -8.7078 6.5627
H 1.6154 -10.0223 8.7178
H 2.6864 -9.9131 10.0158
C -3.1371 -17.4035 12.9147
O -3.2932 -17.2113 11.7407
N -2.3960 -16.5484 13.7036
N -3.7285 -18.4891 13.5624
H -2.8421 -16.3393 14.6490
H -2.1510 -15.6629 13.3190
H -4.2019 -19.0703 12.9153
H -3.2622 -18.9658 14.3093
C -0.4246 -10.2574 10.8513
O -0.6618 -10.5849 9.7065
N -0.5491 -10.9862 11.9922
N 0.2350 -8.9718 11.0222
H -0.4415 -12.8597 11.8251
H -0.2275 -10.3713 12.7621
H 1.0824 -9.2411 11.5813
H 0.5926 -8.6718 10.1111
C -2.0055 -17.2157 8.1009
O -1.3946 -17.0127 7.0347
N -3.2046 -16.4040 8.3906
N -1.7593 -18.2611 8.9629
H -3.6646 -15.8692 7.6940
H -3.2431 -15.9443 9.3103
H -0.7768 -18.5729 8.9383
H -2.1682 -18.2015 9.9172
```

Properties
Energy relative to the best compared isomer or geometry (same formula, charge and spin)   1.824 eV
E_LUMO   2.424 eV
Charge   -1
Strongest force on any atom   4.34 eV Å⁻¹

Record 4
Molecular formula: C8H32AsCrF6N16O8
Method: DFT, wB97M-V/def2-TZVPD

Geometry as XYZ:
```
72
Properties=species:S:1:pos:R:3
Cr 0.2455 0.1615 0.3045
As 0.6659 2.5310 -3.3880
F 1.1750 1.0212 -4.1572
F -1.1274 2.0908 -3.5292
F 0.1073 4.0380 -2.7063
F 2.3278 2.9510 -3.2931
F 0.6143 3.2945 -5.0223
F 0.6701 1.7601 -1.7392
C 2.1556 -1.3696 2.4083
O 1.3813 -0.7503 1.6632
N 3.4780 -1.3482 2.3525
N 1.8306 -2.3250 3.2021
H 4.0655 -0.8223 1.7213
H 3.8662 -2.0327 2.9856
H 2.4440 -2.9707 3.6785
H 0.8401 -2.4649 3.3417
C -1.1459 1.2478 3.4368
O -0.5521 0.8381 2.3576
N -1.3164 0.4428 4.4480
N -1.6653 2.4259 3.6059
H -1.9514 0.6279 5.2113
H -1.0762 -0.5104 4.2159
H -1.1970 3.1557 3.0881
H -2.2265 2.5955 4.4284
C -2.5736 -1.5582 0.9717
O -1.4123 -1.0736 0.7973
N -3.6333 -1.0335 1.3336
N -2.7405 -2.6672 0.3933
H -4.4351 -1.5205 1.7077
H -3.6006 -0.1002 1.7181
H -3.7329 -2.8474 0.4449
H -2.1251 -3.4677 0.3702
C 0.7625 -3.6660 -0.2389
O 0.7354 -2.4475 -0.3605
N 1.0132 -4.2861 0.9116
N 0.5843 -4.5136 -1.1587
H 0.7739 -5.2652 0.9758
H 1.1797 -3.8288 1.7967
H -0.0295 -4.3044 -1.9330
H 0.8627 -5.4450 -0.8845
C -2.3101 2.1098 -0.2060
O -1.2164 1.5859 -0.0057
N -2.8032 2.4623 -1.3695
N -3.1073 2.2933 0.7732
H -3.7254 2.8557 -1.4914
H -2.3149 2.1663 -2.2026
H -4.0292 2.6453 0.5583
H -2.7888 2.3255 1.7311
C 2.8353 -0.4411 -1.7575
O 1.8594 -0.2308 -0.9991
N 2.8422 -0.9621 -2.9045
N 4.0842 -0.0474 -1.5864
H 1.9251 -1.1987 -3.2554
H 3.6836 -0.9884 -3.4626
H 4.2509 0.5515 -0.7904
H 4.6701 0.0745 -2.4000
C -1.1587 -0.9451 -2.5705
O -0.6489 -0.3949 -1.6056
N -2.1365 -1.8233 -2.5237
N -0.8509 -0.8142 -3.8314
H -2.5040 -1.9767 -1.5955
H -2.1292 -2.5143 -3.2603
H -1.1165 -1.6090 -4.3952
H -0.1304 -0.1575 -4.0955
C 1.5226 3.0346 0.8447
O 1.4554 1.8639 0.6409
N 0.6653 3.8451 0.2653
N 2.1320 3.5596 1.8593
H 0.6338 4.7932 0.6120
H 0.0665 3.6489 -0.5241
H 2.0826 4.5624 1.9693
H 3.0238 3.1627 2.1186
```

Properties
Multiplicity   4
Energy relative to the best compared isomer or geometry (same formula, charge and spin)   6.159 eV
E_LUMO (alpha / beta)   -6.624 / -5.004 eV
Charge   +2
Strongest force on any atom   9.66 eV Å⁻¹

What did the second record say?
Molecular formula: C8H30O8
Method: DFT, wB97M-V/def2-TZVPD

Geometry as XYZ:
```
46
Properties=species:S:1:pos:R:3
C 19.3407 13.0293 17.5106
O 19.1194 13.7158 18.7136
H 20.2913 12.5026 17.4266
H 18.5172 12.3353 17.3430
H 19.3884 13.6992 16.6521
C 22.3302 14.4229 17.5168
O 22.3943 13.8760 18.8000
H 21.5319 14.0602 16.8692
H 22.2416 15.5070 17.5876
H 23.2556 14.1980 16.9866
C 24.8980 13.6798 15.5704
O 25.4987 12.8331 14.6002
H 24.5698 13.0348 16.3855
H 25.6340 14.3704 15.9819
H 24.0485 14.2424 15.1833
H 24.8366 12.1873 14.3428
C 22.1873 17.7870 16.8258
O 21.2670 17.7495 15.7471
H 22.0910 18.7864 17.2501
H 22.0683 17.0231 17.5941
H 23.2026 17.7255 16.4338
H 20.4988 18.2884 15.9495
C 22.6064 11.2825 16.8643
O 23.4733 11.9136 17.7283
H 23.0270 10.3483 16.4921
H 21.6532 11.0597 17.3439
H 22.3284 11.9642 16.0605
H 23.0628 12.7113 18.0700
C 25.1699 13.4751 18.8986
O 24.1097 13.9022 19.7745
H 24.9319 12.6045 18.2874
H 25.3886 14.3325 18.2622
H 26.0417 13.2632 19.5176
H 23.3254 14.0302 19.2359
C 19.7553 16.0718 17.4892
O 19.6399 16.1941 18.9037
H 20.0946 16.9931 17.0158
H 20.5399 15.3290 17.3452
H 18.7786 15.7664 17.1139
H 18.9171 16.8060 19.0609
C 19.9611 14.4813 15.0285
O 19.5315 14.0271 13.7897
H 20.3887 15.4698 14.8609
H 19.1529 14.6799 15.7323
H 20.6826 13.7921 15.4673
H 20.0190 14.4874 13.1026
```

Properties
Energy relative to the best compared isomer or geometry (same formula, charge and spin)   5.735 eV
E_LUMO   4.803 eV
Charge   -2
Strongest force on any atom   11.64 eV Å⁻¹